[1]
Below is an isolated molecule of C6H12N4O2, with properties calculated with the ωB97M-V functional and the def2-TZVPD basis.

```
24
Properties=species:S:1:pos:R:3:forces:R:3
C 2.231 0.045 0.772 0.4 -0.1 0.9
C 1.938 -1.435 0.564 1.4 -0.8 1.4
C -0.426 -1.380 -0.219 1.2 0.7 -0.6
C -0.613 1.048 -0.775 1.8 1.3 -2.0
C -1.200 2.309 -0.156 2.9 1.4 1.1
C -2.509 -2.164 0.035 -0.8 0.7 -0.6
H 2.153 -0.120 -1.088 0.9 2.1 0.9
H 1.397 0.532 1.271 -0.4 0.1 -0.2
H 3.081 0.229 1.448 -0.1 -0.5 -0.1
H 1.672 -1.865 1.573 0.1 0.1 -1.0
H 2.903 -1.936 0.197 -1.4 0.6 0.5
H 0.987 -2.505 -1.008 0.3 0.2 0.7
H -1.836 -0.182 0.220 0.7 0.6 0.4
H -1.104 0.996 -1.755 -0.2 -0.8 0.1
H 0.488 1.175 -1.043 -1.4 0.1 0.7
H -0.439 2.712 0.617 -0.9 -0.4 -1.0
H -1.299 3.125 -0.925 -0.1 -0.9 0.5
H -2.866 2.824 0.664 0.4 -1.1 -0.1
N 0.936 -1.641 -0.466 -0.9 0.1 -1.0
N -0.813 -0.096 0.059 -2.0 -1.5 0.8
N -1.230 -2.386 -0.310 -0.5 -0.6 0.9
N -3.614 -1.880 0.277 1.1 -0.5 -0.1
O 2.535 0.604 -0.460 -0.7 -1.4 -2.4
O -2.372 1.988 0.506 -1.7 1.0 0.1
```
Positions in Å, forces in eV/Å.

Computed properties:
- calculated total energy (hartree) = -605.2754
- SMILES string = N#CN=C(NCCO)NCCO
- LUMO level (eV) = 0.6
- energy relative to the best compared isomer or geometry (same formula, charge and spin) (kcal per mole) = 29.8

Löwdin atomic charge list, values in e, 2 entries:
1 C -0.3058
2 C -0.1827


[2]
Below is a cluster of 12 separate species, C4H22BO19 in total, with properties calculated with the ωB97M-V functional and the def2-TZVPD basis.

```
46
Properties=species:S:1:pos:R:3:forces:R:3
O 17.647 22.961 3.128 -0.6 0.4 -0.9
C 17.995 21.750 3.191 2.5 0.0 4.1
O 17.848 20.803 2.228 0.1 -1.6 0.0
B 18.539 19.607 2.790 0.2 2.1 0.9
O 19.063 19.920 4.158 0.0 -3.6 -2.1
C 18.837 21.166 4.368 -2.8 4.2 -1.8
O 19.155 21.745 5.408 0.3 0.4 0.6
O 19.692 19.337 1.891 0.4 0.3 0.0
C 19.639 18.142 1.437 0.1 -1.9 -0.3
O 20.362 17.634 0.612 -0.2 -0.1 0.2
C 18.443 17.406 2.171 -1.3 -2.0 0.0
O 17.750 18.381 2.808 0.9 -2.6 -1.2
O 18.155 16.167 2.126 0.9 4.9 0.2
O 19.670 25.390 2.926 0.6 0.6 0.1
H 19.092 26.148 2.850 -0.1 0.1 0.0
H 19.079 24.637 2.945 -0.6 -1.0 0.0
O 22.624 15.674 1.735 0.5 -0.2 0.2
H 22.293 16.239 1.037 -0.4 0.4 -0.2
H 22.267 14.809 1.532 -0.2 -0.1 0.0
O 17.518 13.584 2.753 0.0 -0.9 0.1
H 16.611 13.709 2.472 -0.1 0.2 0.0
H 17.983 14.347 2.408 0.1 0.5 0.0
O 14.994 20.678 0.318 -0.5 -0.2 -0.3
H 15.881 20.576 0.663 0.5 0.0 0.3
H 14.761 21.585 0.519 0.1 0.2 0.1
O 21.133 23.954 5.105 0.7 0.2 0.3
H 20.621 23.682 5.866 -0.4 -0.3 0.0
H 20.583 24.602 4.665 -0.3 0.2 -0.5
O 15.401 23.202 4.697 -1.1 0.1 0.6
H 14.649 23.577 4.238 -0.2 0.0 0.1
H 16.114 23.237 4.059 1.4 -0.2 -0.8
O 16.667 22.958 7.207 0.0 0.2 0.9
H 17.605 22.865 7.042 0.3 -0.3 -0.3
H 16.265 22.920 6.339 -0.3 0.0 -0.5
O 15.692 16.815 4.070 -0.5 -0.5 0.4
H 16.407 16.778 3.434 0.4 0.0 -0.1
H 15.047 17.400 3.673 0.0 0.3 -0.1
O 22.877 19.796 1.666 0.3 0.2 -0.3
H 22.155 19.482 2.210 -0.4 0.0 0.2
H 23.620 19.245 1.913 0.1 -0.1 0.1
O 22.182 21.088 5.810 0.8 -0.3 0.2
H 21.706 20.848 6.604 -0.3 -0.1 0.0
H 21.620 21.730 5.377 -0.5 0.3 -0.3
O 19.465 20.881 -0.607 -0.2 0.2 -0.6
H 20.368 20.628 -0.803 0.2 -0.1 0.1
H 19.415 20.867 0.349 -0.1 0.0 0.5
```
Positions in Å, forces in eV/Å.

Computed properties:
- <S²> = 0.753
- calculated total energy (hartree) = -1620.3340
- LUMO level (spin up / spin down) (eV) = 4.7 / 4.7
- spin multiplicity = 2
- charge = -2
- energy relative to the best compared isomer or geometry (same formula, charge and spin) (kcal per mole) = 5.8

Löwdin atomic charge list, values in e, 2 entries:
1 O -0.0808
2 C -0.4011


[3]
Below is an isolated molecule of C2H5BCl2, with properties calculated with the ωB97M-V functional and the def2-TZVPD basis.

```
10
Properties=species:S:1:pos:R:3:forces:R:3
Cl 2.111 -1.028 1.634 -0.5 0.5 -1.1
Cl 2.213 0.974 -0.677 0.1 -0.1 0.0
B 1.329 -0.274 0.167 0.1 -0.3 1.0
C -1.040 0.603 -0.060 -1.2 -0.2 -0.4
C -0.155 -0.630 -0.216 0.6 0.1 1.1
H -2.128 0.450 -0.304 1.1 -0.2 0.1
H -1.015 0.992 0.947 0.1 0.1 0.3
H -0.669 1.357 -0.727 0.0 0.6 -0.3
H -0.460 -1.430 0.445 -0.3 -0.3 0.1
H -0.185 -1.014 -1.209 -0.1 -0.2 -1.0
```
Positions in Å, forces in eV/Å.

Computed properties:
- calculated total energy (hartree) = -1024.5222
- SMILES string = CCB(Cl)Cl
- LUMO level (eV) = 0.5

Löwdin atomic charge list, values in e, 2 entries:
1 Cl 0.5715
2 Cl 0.6793


[4]
Below is a cluster of 4 separate species, C3H11NO3 in total, with properties calculated with the ωB97M-V functional and the def2-TZVPD basis.

```
18
Properties=species:S:1:pos:R:3:forces:R:3
C -0.428 0.805 -1.235 -1.2 -0.4 0.4
C -1.646 0.723 -1.776 0.3 0.1 0.4
C 0.052 -1.278 0.018 -1.4 -0.5 -1.7
N 0.281 -0.230 -0.637 2.3 0.6 1.3
H 0.104 1.735 -1.054 -0.1 0.2 -0.8
H -2.235 -0.172 -1.625 0.1 -0.2 -0.5
H -2.109 1.568 -2.262 0.0 0.1 0.1
H 0.857 -1.836 0.489 0.1 0.1 -0.1
H -0.915 -1.796 -0.106 -0.2 0.2 0.8
H 3.842 -2.696 -1.038 0.4 -0.1 -0.1
H 2.691 -1.810 -1.523 0.0 0.1 0.0
O 2.942 -2.448 -0.848 -0.4 0.0 0.2
H 0.946 1.380 1.138 0.5 -0.2 -0.2
H 1.881 1.706 2.380 -0.3 -0.2 -0.6
O 0.971 1.611 2.068 -0.3 0.2 0.7
H -2.015 0.455 2.497 -0.7 0.2 -0.3
H -2.429 1.514 1.529 0.2 0.8 -0.6
O -2.790 0.769 1.985 0.6 -1.0 0.9
```
Positions in Å, forces in eV/Å.

Computed properties:
- calculated total energy (hartree) = -401.2947
- SMILES string = C=CN=C.O.O.O
- LUMO level (eV) = 0.3
- energy relative to the best compared isomer or geometry (same formula, charge and spin) (kcal per mole) = 74.3

Löwdin atomic charge list, values in e, 2 entries:
1 C -0.2543
2 C 0.0347


[5]
Below is a cluster of 2 separate species, C5H10N2O in total, with properties calculated with the ωB97M-V functional and the def2-TZVPD basis.

```
18
Properties=species:S:1:pos:R:3:forces:R:3
C 0.919 0.467 0.478 -0.4 0.6 0.0
C -0.106 1.247 0.068 0.6 0.3 0.4
C 1.006 -0.061 1.878 0.1 -0.1 -0.1
C -1.362 -0.985 -0.524 -0.4 -0.8 0.4
N 1.959 0.166 -0.351 0.4 -0.2 -0.1
C -0.968 -0.288 -1.767 0.2 0.2 -0.8
N -2.462 -0.883 0.086 -0.4 -0.1 0.0
O 0.024 -0.542 -2.420 -0.4 -0.1 0.3
H -0.655 -1.716 -0.145 0.3 0.0 0.0
H 1.776 0.235 -1.343 0.1 0.0 0.1
H 2.540 -0.617 -0.090 -0.1 0.1 -0.1
H -3.101 -0.198 -0.325 0.2 0.0 -0.2
H -1.715 0.453 -2.121 0.1 0.0 0.0
H -0.891 1.522 0.746 -0.2 0.0 0.2
H -0.069 1.765 -0.873 0.1 0.1 -0.2
H 0.023 -0.084 2.337 -0.1 0.0 0.1
H 1.426 -1.069 1.893 0.0 0.0 0.0
H 1.656 0.586 2.472 0.0 -0.1 0.0
```
Positions in Å, forces in eV/Å.

Computed properties:
- calculated total energy (hartree) = -381.2078
- SMILES string = [H]/N=C\C=O.C=C(C)N
- LUMO level (eV) = 0.2
- energy relative to the best compared isomer or geometry (same formula, charge and spin) (kcal per mole) = 48.7

Löwdin atomic charge list, values in e, 2 entries:
1 C -0.4847
2 C -0.0210


[6]
Below is an isolated molecule of CH6N4, with properties calculated with the ωB97M-V functional and the def2-TZVPD basis.

```
11
Properties=species:S:1:pos:R:3:forces:R:3
C -1.032 0.071 0.239 -4.5 -1.4 4.2
N 1.744 0.102 0.539 0.3 0.2 -1.3
N 1.002 1.052 -0.316 1.2 -0.4 -0.7
N 1.150 -0.983 -0.289 -1.9 1.0 -0.3
N -0.028 0.082 -0.627 5.4 -1.7 -4.3
H -1.788 -0.797 0.133 1.5 1.3 -0.1
H -0.641 0.083 1.238 0.0 -0.6 1.3
H -1.638 0.981 0.285 0.1 0.2 -1.0
H 2.746 0.194 0.257 -0.9 -0.1 0.3
H 0.616 1.770 0.229 -0.7 1.3 1.3
H 1.632 -0.972 -1.214 -0.4 0.2 0.7
```
Positions in Å, forces in eV/Å.

Computed properties:
- calculated total energy (hartree) = -260.5171
- SMILES string = CN1NNN1
- LUMO level (eV) = 1.2
- energy relative to the best compared isomer or geometry (same formula, charge and spin) (kcal per mole) = 115.9

Löwdin atomic charge list, values in e, 2 entries:
1 C -0.2066
2 N -0.0724


| no. | largest force on an atom (eV/A) |
| --- | --- |
| 1 | 3.4 |
| 2 | 5.3 |
| 3 | 1.3 |
| 4 | 2.7 |
| 5 | 1.0 |
| 6 | 7.1 |